Below is a structure of composition C19H14Cl5CoN3O4S, with properties calculated with wB97M-V/def2-TZVPD.

Cartesian coordinates (Å):
Co -0.022 -0.022 -0.003
C -2.520 2.915 -2.188
C -1.566 1.856 -1.736
N -1.226 1.692 -0.524
O -1.778 2.537 0.413
C -0.971 0.913 -2.706
C -1.189 1.032 -4.181
N -0.223 -0.023 -2.187
O 0.370 -0.879 -2.942
H -2.786 3.566 -1.362
H -3.427 2.450 -2.583
H -2.079 3.507 -2.993
H -1.154 2.372 1.150
H -2.254 0.998 -4.444
H -0.681 0.201 -4.663
H -0.783 1.970 -4.581
O 1.007 2.958 3.080
C 1.238 2.113 2.213
O 0.390 1.504 1.494
C 2.717 1.807 1.944
C 3.623 2.486 2.754
C 4.996 2.328 2.619
C 5.508 1.469 1.649
C 4.637 0.780 0.835
C 3.234 0.930 0.956
S 2.340 -0.038 -0.162
H 3.199 3.145 3.499
H 5.670 2.873 3.271
H 6.578 1.336 1.535
H 5.012 0.099 0.081
Cl -3.179 -1.119 -0.415
C -2.625 -1.168 1.251
C -1.301 -0.849 1.521
C -0.905 -1.061 2.833
Cl 0.781 -0.818 3.258
C -1.771 -1.472 3.846
Cl -1.221 -1.666 5.480
C -3.106 -1.724 3.537
Cl -4.214 -2.215 4.775
C -3.535 -1.592 2.220
Cl -5.181 -1.957 1.810
C 0.603 -4.660 -1.158
C 0.445 -3.267 -0.726
N 0.341 -2.172 -0.426
H 1.616 -4.998 -0.946
H 0.422 -4.729 -2.229
H -0.103 -5.297 -0.631

E_HOMO (alpha / beta): -4.51 / -4.48 eV
Charge: -1
Multiplicity: 5